Computed, not measured: one molecule with the formula C12H15N3OS2 in a non-equilibrium geometry, with ωB97M-V/def2-TZVPD.

Summary:
- F_max (eV Å⁻¹) = 7.3
- relative energy (zero: lowest compared OMol25 entry of this formula, charge and spin) (kJ/mol) = 227.8
- HOMO-LUMO gap (eV) = 7.69
- HOMO energy (eV) = -8.3
- structure (SMILES) = CCN1C(=O)/C(=C/c2c(C)nn(C)c2C)SC1=S
- E_tot (eV) = -40873.45611

```
! wB97M-V def2-TZVPD RIJCOSX def2/J DEFGRID3
* xyz 0 1
C -1.096 -4.899 -1.024
C -0.494 -4.555 0.334
N -0.643 -3.161 0.586
C 0.374 -2.239 0.403
O 1.550 -2.581 0.113
C -0.001 -0.942 0.137
C 0.881 0.105 0.189
C 0.359 1.467 -0.052
C 0.059 2.121 -1.290
C 0.072 1.464 -2.577
N -0.078 3.385 -1.197
N 0.217 3.613 0.145
C 0.410 5.033 0.753
C 0.686 2.531 0.838
C 1.308 2.435 2.197
S -1.672 -0.750 0.055
C -1.878 -2.446 0.505
S -3.420 -3.147 0.563
H -0.908 -5.908 -1.384
H -2.131 -4.824 -1.131
H -0.642 -4.152 -1.721
H -0.957 -5.138 1.138
H 0.574 -4.745 0.286
H 1.942 -0.074 0.288
H 0.091 0.370 -2.442
H -0.956 1.709 -3.020
H 0.870 1.963 -3.142
H 0.252 5.614 -0.133
H -0.368 5.256 1.535
H 1.339 5.261 1.269
H 0.638 2.885 2.955
H 1.330 1.460 2.573
H 2.292 2.887 2.251
*
```

---

Computed, not measured: C12H15N5O11PdS as an isolated structure in a non-equilibrium geometry, with ωB97M-V/def2-TZVPD.

Summary:
- F_max (eV Å⁻¹) = 1.7
- expectation value of S² = 2.01
- relative energy (zero: lowest compared OMol25 entry of this formula, charge and spin) (kJ/mol) = 64.4
- HOMO-LUMO gap (alpha / beta) (eV) = 6.65 / 7.36
- HOMO energy (alpha / beta) (eV) = -2.3 / -3.0
- E_tot (eV) = -56971.90938

```
! wB97M-V def2-TZVPD RIJCOSX def2/J DEFGRID3
* xyz -2 3
Pd 0.618 2.374 0.327
O 3.904 1.878 -2.122
C 2.943 1.498 -1.455
O 1.778 2.023 -1.459
C 3.090 0.200 -0.659
C 3.899 -0.765 -1.169
C 3.952 -2.057 -0.590
C 3.094 -2.380 0.442
C 2.277 -1.415 1.004
C 2.349 -0.026 0.571
O 1.857 0.911 1.237
N 1.377 -1.854 2.026
O 1.225 -3.073 2.173
O 0.824 -1.052 2.753
N 4.849 -3.037 -1.087
O 5.601 -2.737 -2.008
O 4.854 -4.160 -0.585
H 4.491 -0.544 -2.046
H 3.075 -3.387 0.827
O -1.099 5.599 1.423
S -0.373 4.412 1.023
O -0.540 3.272 1.999
O 1.094 4.628 0.870
O -0.857 3.847 -0.289
C -1.174 0.539 -2.123
N -2.170 -0.126 -1.293
C -2.389 -1.511 -1.680
C -2.077 0.119 0.078
N -1.061 0.699 0.567
N -3.168 -0.340 0.825
C -3.020 -0.295 2.266
C -4.500 -0.012 0.357
H -1.543 0.557 -3.150
H -0.207 0.022 -2.098
H -1.015 1.555 -1.775
H -1.436 -2.055 -1.745
H -2.875 -1.549 -2.658
H -3.016 -2.013 -0.949
H -1.120 0.940 1.547
H -3.072 0.727 2.665
H -2.063 -0.735 2.544
H -3.819 -0.890 2.713
H -4.519 -0.003 -0.729
H -4.827 0.975 0.714
H -5.211 -0.759 0.721
*
```

---

Computed, not measured: C12H15N7PdS as an isolated structure, with ωB97M-V/def2-TZVPD.

Summary:
- F_max (eV Å⁻¹) = 0.6
- relative energy (zero: lowest compared OMol25 entry of this formula, charge and spin) (kJ/mol) = 0.0
- HOMO-LUMO gap (eV) = 7.09
- HOMO energy (eV) = -14.4
- E_tot (eV) = -37420.00903

```
! wB97M-V def2-TZVPD RIJCOSX def2/J DEFGRID3
* xyz 2 1
Pd -0.373 -0.654 -0.220
C 1.046 1.530 -3.598
C 0.775 0.870 -2.292
N -0.104 -0.044 -2.076
N -0.964 -0.525 -3.029
C -1.846 -1.490 -2.668
N -2.672 -1.941 -3.593
S -1.878 -2.145 -1.087
C 1.567 1.238 -1.086
C 2.574 2.178 -1.107
C 3.345 2.363 0.040
C 3.097 1.589 1.153
C 2.049 0.676 1.116
N 1.294 0.523 0.036
H 0.482 1.118 -4.430
H 2.105 1.429 -3.840
H 0.818 2.595 -3.531
H -0.917 -0.160 -3.969
H -2.661 -1.626 -4.551
H -3.340 -2.657 -3.350
H 2.773 2.754 -1.999
H 4.143 3.094 0.043
H 3.691 1.684 2.051
H 1.802 0.062 1.972
N -2.733 0.213 4.436
C -1.895 -0.568 3.740
C -1.536 -0.275 2.405
N -0.700 -1.075 1.752
C -0.208 -2.164 2.359
C -0.580 -2.427 3.669
N -1.403 -1.652 4.350
H -3.144 1.044 4.053
H -2.954 -0.046 5.383
H -1.920 0.594 1.889
H 0.463 -2.802 1.804
H -0.196 -3.304 4.176
*
```

---

Computed, not measured: a 2-piece molecular cluster, C12H15NS overall in a non-equilibrium geometry, with ωB97M-V/def2-TZVPD.

Summary:
- F_max (eV Å⁻¹) = 3.6
- relative energy (zero: lowest compared OMol25 entry of this formula, charge and spin) (kJ/mol) = 145.3
- HOMO-LUMO gap (eV) = 8.83
- HOMO energy (eV) = -8.2
- E_tot (eV) = -25011.15389

```
! wB97M-V def2-TZVPD RIJCOSX def2/J DEFGRID3
* xyz 0 1
C 0.379 -2.058 1.009
C -2.799 1.420 0.141
C -2.385 -0.979 -0.381
C -1.593 0.991 0.570
C -1.349 -0.387 0.267
C -0.433 1.588 1.295
C 0.418 0.356 1.674
C -0.006 -0.747 0.690
C 1.912 0.640 1.750
C 0.744 -1.741 -1.898
C 0.655 0.778 -1.824
C 1.100 -0.483 -1.164
N 0.742 -3.112 1.280
S -3.676 0.143 -0.635
H -3.245 2.391 0.219
H -2.502 -1.993 -0.705
H 0.128 2.259 0.640
H -0.737 2.162 2.171
H 0.099 0.014 2.668
H 2.459 -0.279 1.954
H 2.111 1.344 2.556
H 2.283 1.071 0.825
H 1.074 -2.625 -1.356
H 1.219 -1.750 -2.881
H -0.335 -1.806 -2.051
H -0.430 0.835 -1.885
H 1.036 0.783 -2.848
H 1.029 1.665 -1.321
H 2.103 -0.479 -0.761
*
```

---

- Which of these has the lowest E_tot?
  C12H15N5O11PdS

---

- Which value of E_tot does entry 3 give?
  -37420.00903 eV

---

- What is the formula in the second record?
  C12H15N5O11PdS